ORCA calculation (ωB97M-V with the def2-TZVPD basis set) on a 7-piece molecular cluster, C39H90N4O8 overall.

Each atom is followed by the atoms it is bonded to, with distances in Å.
Cartesian coordinates (Å):
1 C -3.35 7.17 -4.32  C2 1.576, H4 1.090, H5 1.090, H6 1.090
2 C -4.58 8.05 -4.79  C1 1.576, O3 1.395, H7 1.090, H8 1.090
3 O -4.42 9.38 -4.39  C2 1.395, H9 0.960
4 H -2.44 7.67 -4.64  C1 1.090
5 H -3.30 6.24 -4.87  C1 1.090
6 H -3.32 7.14 -3.23  C1 1.090
7 H -5.40 7.51 -4.31  C2 1.090
8 H -4.68 7.99 -5.87  C2 1.090
9 H -3.89 9.79 -5.07  O3 0.960
10 C 3.74 0.22 -2.66  C11 1.550, H13 1.090, H14 1.090, H15 1.090
11 C 3.56 1.76 -2.76  C10 1.550, O12 1.352, H16 1.090, H17 1.090
12 O 3.46 2.16 -1.47  C11 1.352, H18 0.960
13 H 4.60 0.00 -2.04  C10 1.090
14 H 3.79 -0.27 -3.63  C10 1.090
15 H 2.95 -0.32 -2.14  C10 1.090
16 H 2.54 1.75 -3.12  C11 1.090
17 H 4.35 2.37 -3.21  C11 1.090
18 H 2.63 2.60 -1.27  O12 0.960
19 C 2.79 4.26 2.52  C20 1.557, H22 1.090, H23 1.090, H24 1.090
20 C 3.21 5.11 3.75  C19 1.557, O21 1.413, H25 1.090, H26 1.090
21 O 4.15 4.46 4.58  C20 1.413, H27 0.960
22 H 2.27 4.75 1.70  C19 1.090
23 H 2.18 3.47 2.95  C19 1.090
24 H 3.60 3.72 2.02  C19 1.090
25 H 2.33 5.45 4.30  C20 1.090
26 H 3.69 5.98 3.32  C20 1.090
27 H 4.85 4.19 3.98  O21 0.960
28 C 1.39 -3.09 -4.74  C29 1.548, H39 1.090, H40 1.090, H41 1.090
29 C -0.13 -3.12 -5.06  C28 1.548, C30 1.590, N34 1.479, C38 1.556
30 C -0.49 -4.45 -5.85  C29 1.590, C31 1.541, H42 1.090, H43 1.090
31 C -2.01 -4.74 -5.87  C30 1.541, C32 1.516, H44 1.090, H45 1.090
32 C -2.51 -4.86 -4.44  C31 1.516, C33 1.565, H46 1.090, H47 1.090
33 C -2.27 -3.63 -3.50  C32 1.565, N34 1.506, C36 1.497, C37 1.581
34 N -0.90 -3.08 -3.80  C29 1.479, C33 1.506, O35 1.391
35 O -0.55 -1.99 -3.01  N34 1.391, H57 0.960
36 C -3.22 -2.51 -3.76  C33 1.497, H48 1.090, H49 1.090, H50 1.090
37 C -2.49 -4.13 -2.02  C33 1.581, H51 1.090, H52 1.090, H53 1.090
38 C -0.37 -1.89 -5.99  C29 1.556, H54 1.090, H55 1.090, H56 1.090
39 H 1.71 -2.14 -4.31  C28 1.090
40 H 1.89 -3.15 -5.71  C28 1.090
41 H 1.78 -3.84 -4.06  C28 1.090
42 H -0.03 -4.34 -6.83  C30 1.090
43 H 0.18 -5.25 -5.54  C30 1.090
44 H -2.09 -5.61 -6.52  C31 1.090
45 H -2.47 -3.95 -6.46  C31 1.090
46 H -2.00 -5.71 -3.98  C32 1.090
47 H -3.59 -4.98 -4.49  C32 1.090
48 H -4.24 -2.84 -3.93  C36 1.090
49 H -3.23 -1.79 -2.94  C36 1.090
50 H -3.09 -1.91 -4.67  C36 1.090
51 H -2.15 -3.37 -1.32  C37 1.090
52 H -3.44 -4.64 -1.83  C37 1.090
53 H -1.71 -4.87 -1.84  C37 1.090
54 H -0.76 -1.04 -5.44  C38 1.090
55 H -1.08 -2.04 -6.80  C38 1.090
56 H 0.58 -1.52 -6.39  C38 1.090
57 H 0.17 -2.38 -2.52  O35 0.960
58 C -4.08 2.64 2.45  C59 1.490, H69 1.090, H70 1.090, H71 1.090
59 C -3.43 2.44 3.78  C58 1.490, C60 1.523, N64 1.543, C68 1.562
60 C -2.34 1.43 3.49  C59 1.523, C61 1.544, H72 1.090, H73 1.090
61 C -1.43 1.22 4.72  C60 1.544, C62 1.587, H74 1.090, H75 1.090
62 C -0.80 2.61 5.15  C61 1.587, C63 1.517, H76 1.090, H77 1.090
63 C -1.78 3.76 5.37  C62 1.517, N64 1.472, C66 1.569, C67 1.540
64 N -2.70 3.73 4.22  C59 1.543, C63 1.472, O65 1.404
65 O -3.69 4.71 4.38  N64 1.404, H87 0.960
66 C -2.43 3.61 6.78  C63 1.569, H78 1.090, H79 1.090, H80 1.090
67 C -1.00 5.08 5.30  C63 1.540, H81 1.090, H82 1.090, H83 1.090
68 C -4.57 1.97 4.73  C59 1.562, H84 1.090, H85 1.090, H86 1.090
69 H -4.22 1.71 1.92  C58 1.090
70 H -3.52 3.28 1.76  C58 1.090
71 H -5.09 3.03 2.57  C58 1.090
72 H -2.74 0.50 3.07  C60 1.090
73 H -1.83 1.78 2.60  C60 1.090
74 H -0.64 0.48 4.56  C61 1.090
75 H -1.98 0.85 5.59  C61 1.090
76 H -0.10 2.86 4.36  C62 1.090
77 H -0.16 2.54 6.03  C62 1.090
78 H -3.35 4.19 6.89  C66 1.090
79 H -2.68 2.56 6.94  C66 1.090
80 H -1.72 3.91 7.56  C66 1.090
81 H -1.69 5.92 5.33  C67 1.090
82 H -0.23 5.23 6.06  C67 1.090
83 H -0.54 5.09 4.30  C67 1.090
84 H -4.18 1.23 5.43  C68 1.090
85 H -5.49 1.64 4.24  C68 1.090
86 H -4.82 2.85 5.32  C68 1.090
87 H -3.85 5.14 3.54  O65 0.960
88 C 1.61 -5.01 -0.14  C89 1.499, H99 1.090, H100 1.090, H101 1.090
89 C 2.27 -4.82 1.19  C88 1.499, C90 1.590, N94 1.436, C98 1.511
90 C 1.23 -5.45 2.21  C89 1.590, C91 1.592, H102 1.090, H103 1.090
91 C 1.75 -5.83 3.67  C90 1.592, C92 1.478, H104 1.090, H105 1.090
92 C 2.96 -6.66 3.46  C91 1.478, C93 1.559, H106 1.090, H107 1.090
93 C 4.05 -5.95 2.61  C92 1.559, N94 1.510, C96 1.549, C97 1.573
94 N 3.45 -5.64 1.26  C89 1.436, C93 1.510, O95 1.447
95 O 4.43 -5.43 0.22  N94 1.447, H117 0.960
96 C 4.74 -4.80 3.39  C93 1.549, H108 1.090, H109 1.090, H110 1.090
97 C 5.11 -7.09 2.42  C93 1.573, H111 1.090, H112 1.090, H113 1.090
98 C 2.53 -3.34 1.40  C89 1.511, H114 1.090, H115 1.090, H116 1.090
99 H 0.60 -4.60 -0.24  C88 1.090
100 H 1.50 -6.02 -0.53  C88 1.090
101 H 2.17 -4.49 -0.91  C88 1.090
102 H 0.37 -4.79 2.33  C90 1.090
103 H 0.78 -6.29 1.69  C90 1.090
104 H 0.96 -6.45 4.09  C91 1.090
105 H 1.86 -4.91 4.24  C91 1.090
106 H 2.66 -7.65 3.11  C92 1.090
107 H 3.32 -6.79 4.48  C92 1.090
108 H 4.01 -4.09 3.78  C96 1.090
109 H 5.35 -5.23 4.18  C96 1.090
110 H 5.56 -4.36 2.83  C96 1.090
111 H 5.55 -7.58 3.29  C97 1.090
112 H 4.82 -7.93 1.79  C97 1.090
113 H 5.99 -6.70 1.90  C97 1.090
114 H 1.68 -2.71 1.13  C98 1.090
115 H 3.38 -3.03 0.80  C98 1.090
116 H 2.55 -3.05 2.45  C98 1.090
117 H 4.15 -6.15 -0.35  O95 0.960
118 C -1.36 4.24 -4.51  O119 1.489, H127 1.090, H128 1.090, H129 1.090
119 O -1.65 3.83 -3.11  C118 1.489, C120 1.480
120 C -1.61 2.38 -2.82  O119 1.480, C121 1.568, H130 1.090, H131 1.090
121 C -0.12 1.93 -2.61  C120 1.568, N122 1.462, H132 1.090, H133 1.090
122 N 0.58 2.87 -1.73  C121 1.462, C123 1.458, H134 1.010
123 C 0.18 2.76 -0.33  N122 1.458, C124 1.523, H135 1.090, H136 1.090
124 C 0.32 1.34 0.19  C123 1.523, O125 1.483, H137 1.090, H138 1.090
125 O 0.54 1.45 1.65  C124 1.483, C126 1.409
126 C 1.65 0.79 2.21  O125 1.409, H139 1.090, H140 1.090, H141 1.090
127 H -2.33 4.27 -5.01  C118 1.090
128 H -0.71 3.49 -4.97  C118 1.090
129 H -0.94 5.24 -4.62  C118 1.090
130 H -2.04 1.80 -3.64  C120 1.090
131 H -2.13 2.13 -1.89  C120 1.090
132 H 0.34 1.95 -3.60  C121 1.090
133 H 0.05 0.88 -2.39  C121 1.090
134 H 0.16 3.75 -1.96  N122 1.010
135 H -0.80 3.20 -0.16  C123 1.090
136 H 0.86 3.31 0.33  C123 1.090
137 H 1.24 0.84 -0.13  C124 1.090
138 H -0.60 0.76 0.11  C124 1.090
139 H 1.53 -0.30 2.16  C126 1.090
140 H 1.81 1.13 3.23  C126 1.090
141 H 2.53 1.08 1.64  C126 1.090

Results
**SMILES string**: CC1(C)CCCC(C)(C)N1O.CC1(C)CCCC(C)(C)N1O.CC1(C)CCCC(C)(C)N1O.COCCNCCOC.CCO.CCO.CCO
**LUMO energy**: 0.38 eV
**Energy above the lowest of the compared OMol25 structures with the same formula, charge and spin**: 401.67 kJ/mol
**Calculated total energy**: -2360.53508 a.u.
**Net charge**: 0
**Orbital gap**: 8.49 eV

Atomic partial charges in e from the Löwdin method, atoms 1 to 99:
1. C -0.083
2. C -0.323
3. O -0.068
4. H 0.062
5. H 0.046
6. H 0.080
7. H 0.106
8. H 0.105
9. H 0.085
10. C -0.083
11. C -0.332
12. O -0.100
13. H 0.068
14. H 0.061
15. H 0.056
16. H 0.082
17. H 0.119
18. H 0.045
19. C -0.078
20. C -0.308
21. O -0.071
22. H 0.068
23. H 0.045
24. H 0.071
25. H 0.103
26. H 0.098
27. H 0.079
28. C -0.048
29. C -0.461
30. C -0.132
31. C -0.173
32. C -0.127
33. C -0.468
34. N -0.129
35. O -0.024
36. C -0.058
37. C -0.020
38. C -0.035
39. H 0.067
40. H 0.084
41. H 0.081
42. H 0.110
43. H 0.109
44. H 0.110
45. H 0.106
46. H 0.117
47. H 0.116
48. H 0.082
49. H 0.081
50. H 0.080
51. H 0.072
52. H 0.089
53. H 0.064
54. H 0.067
55. H 0.074
56. H 0.073
57. H 0.092
58. C -0.075
59. C -0.486
60. C -0.152
61. C -0.127
62. C -0.129
63. C -0.517
64. N -0.073
65. O -0.039
66. C -0.017
67. C -0.035
68. C -0.012
69. H 0.090
70. H 0.088
71. H 0.081
72. H 0.118
73. H 0.099
74. H 0.098
75. H 0.088
76. H 0.098
77. H 0.120
78. H 0.076
79. H 0.066
80. H 0.079
81. H 0.078
82. H 0.084
83. H 0.076
84. H 0.069
85. H 0.079
86. H 0.071
87. H 0.102
88. C -0.068
89. C -0.541
90. C -0.096
91. C -0.178
92. C -0.178
93. C -0.438
94. N -0.095
95. O -0.008
96. C -0.023
97. C -0.058
98. C -0.031
99. H 0.079